[1]
ORCA calculation (ωB97M-V with the def2-TZVPD basis set) on a structure of composition C37H10Cl7F4N8O2SY at a distorted geometry.

Computed properties:
strongest force on any atom	1.64	eV/A
energy	-6061.9968	Eh
⟨S²⟩	0.7928

```
! wB97M-V def2-TZVPD RIJCOSX def2/J DEFGRID3
* xyz -1 2
Y 0.57 0.95 1.13
Cl -1.75 -4.93 -1.69
C -0.72 -3.88 -0.76
C -1.30 -2.83 -0.06
C -0.51 -1.94 0.65
N -0.97 -0.81 1.33
C -2.16 -0.84 1.95
O -3.01 -1.73 1.96
C -2.43 0.41 2.76
C -3.74 0.66 3.15
C -4.01 1.79 3.90
C -2.95 2.60 4.29
C -1.68 2.26 3.86
N -1.41 1.20 3.09
C 0.89 -2.12 0.68
C 1.45 -3.19 0.00
C 0.65 -4.06 -0.73
Cl 1.40 -5.35 -1.61
N 1.63 -1.14 1.37
C 2.78 -1.47 1.96
O 3.28 -2.58 2.11
C 3.57 -0.28 2.46
C 4.73 -0.53 3.18
C 5.53 0.52 3.56
C 5.16 1.81 3.18
C 3.99 1.96 2.47
N 3.18 0.96 2.13
H -2.37 -2.71 -0.07
H -4.50 -0.03 2.83
H -5.03 2.02 4.19
H -3.11 3.47 4.90
H -0.83 2.87 4.16
H 2.52 -3.36 0.02
H 4.98 -1.56 3.40
H 6.45 0.36 4.12
H 5.77 2.67 3.42
H 3.69 2.95 2.12
Cl 0.03 4.66 -0.03
C 1.02 3.66 -1.06
C 1.39 2.38 -0.63
C 2.22 1.71 -1.54
Cl 2.73 0.11 -1.10
C 2.64 2.22 -2.76
Cl 3.65 1.29 -3.80
C 2.23 3.49 -3.13
Cl 2.73 4.16 -4.64
C 1.41 4.22 -2.27
Cl 0.90 5.80 -2.73
F -0.39 0.17 -1.42
C -1.31 -0.49 -2.16
C -0.83 -1.46 -2.99
F 0.49 -1.66 -3.02
C -1.67 -2.28 -3.78
C -3.05 -1.98 -3.63
C -3.52 -1.00 -2.81
F -4.84 -0.81 -2.74
C -2.68 -0.19 -2.01
C -3.17 0.81 -1.12
C -2.28 1.50 -0.30
N -1.50 2.01 0.38
C -4.53 1.15 -0.94
N -5.62 1.49 -0.75
F -3.94 -2.69 -4.32
C -1.19 -3.31 -4.61
C 0.19 -3.59 -4.79
N 1.29 -3.87 -5.00
C -2.03 -4.17 -5.37
N -2.64 -4.89 -6.02
S 1.46 4.43 3.02
C 1.05 3.02 2.65
*
```


[2]
ORCA calculation (ωB97M-V with the def2-TZVPD basis set) on a structure of composition C37H17F4I2N8O3ReS.

Computed properties:
strongest force on any atom	0.78	eV/A
energy	-3554.6421	Eh
⟨S²⟩	3.8375

```
! wB97M-V def2-TZVPD RIJCOSX def2/J DEFGRID3
* xyz 1 4
Re 0.85 1.73 -0.67
O 2.22 3.08 -0.13
N 2.65 3.96 -1.00
N 2.06 3.85 -2.10
O 1.12 2.95 -2.28
C 2.39 4.71 -3.22
C 3.61 5.36 -3.25
C 3.89 6.18 -4.32
C 2.96 6.34 -5.35
C 1.75 5.66 -5.30
C 1.45 4.84 -4.23
H 4.33 5.23 -2.44
H 4.84 6.70 -4.37
H 3.19 6.98 -6.19
H 1.03 5.78 -6.10
H 0.51 4.31 -4.17
C 3.51 -1.56 -0.79
C 2.27 -2.37 -1.01
C 1.97 -2.99 -2.38
C 0.62 -3.59 -2.57
C -0.74 -3.22 -2.02
C -1.73 -4.21 -2.18
C -3.01 -4.05 -1.61
C -3.27 -3.01 -0.78
C -2.19 -2.06 -0.39
S -1.37 -1.22 2.32
C -1.05 -2.06 -1.35
N 1.04 -1.87 -0.30
H 4.37 -2.03 -1.28
H 3.71 -1.45 0.27
H 3.39 -0.57 -1.23
H 2.65 -2.89 -3.23
H 0.53 -4.09 -3.52
H -1.50 -5.09 -2.76
H -3.79 -4.76 -1.84
H -4.25 -2.84 -0.35
I 2.42 -0.16 3.93
C 0.94 1.22 3.47
C 0.18 1.84 4.49
C -0.82 2.73 4.21
I -1.90 3.58 5.77
C -1.11 3.05 2.85
C -2.10 3.94 2.40
C -2.28 4.15 1.05
C -1.48 3.48 0.13
N -0.53 2.64 0.53
C -0.34 2.42 1.87
C 0.68 1.50 2.16
O 1.30 0.93 1.12
H 0.40 1.60 5.52
H -2.73 4.45 3.12
H -3.05 4.82 0.69
H -1.60 3.62 -0.94
F -2.71 -0.80 -0.23
C -1.53 -2.50 1.02
C -2.44 -2.66 2.17
F -3.75 -2.40 1.93
C -2.26 -3.79 3.14
C -1.34 -4.82 2.74
C -0.48 -4.67 1.71
F 0.42 -5.62 1.48
C -0.39 -3.47 0.93
C 0.71 -3.15 0.24
C 0.04 -1.16 -0.97
N 0.11 0.09 -1.13
C 1.88 -3.75 -0.45
N 1.67 -4.33 -1.77
F -1.27 -5.93 3.47
C -2.94 -3.78 4.31
C -3.76 -2.65 4.66
N -4.39 -1.74 4.98
C -2.84 -4.80 5.32
N -2.75 -5.56 6.17
*
```


[3]
ORCA calculation (ωB97M-V with the def2-TZVPD basis set) on a structure of composition C37H24BrIN4Rh at a distorted geometry.

Computed properties:
strongest force on any atom	1.77	eV/A
energy	-4625.4141	Eh

```
! wB97M-V def2-TZVPD RIJCOSX def2/J DEFGRID3
* xyz 1 1
Rh -0.12 0.41 1.04
C -2.17 1.20 4.73
C -1.11 1.26 5.63
C 0.19 1.14 5.18
C 0.41 0.97 3.82
C -0.64 0.90 2.90
C -1.94 1.03 3.37
C 1.71 0.89 3.17
C 2.95 0.87 3.83
C 4.10 0.84 3.10
C 4.05 0.85 1.69
C 5.23 0.88 0.90
C 5.15 0.95 -0.46
C 3.89 1.01 -1.08
C 2.73 0.97 -0.35
C 2.79 0.87 1.05
N 1.65 0.83 1.82
H -3.19 1.30 5.09
H -1.31 1.40 6.69
H 1.01 1.19 5.89
H -2.78 0.97 2.69
H 2.97 0.88 4.91
H 5.06 0.82 3.59
H 6.19 0.85 1.40
H 6.05 0.97 -1.06
H 3.84 1.10 -2.16
H 1.77 1.03 -0.84
N -2.39 2.97 -8.68
C -2.13 2.67 -7.61
C -1.81 2.29 -6.26
C -0.48 2.25 -5.86
C -0.16 1.87 -4.57
C -1.17 1.55 -3.67
C -2.50 1.60 -4.07
C -2.83 1.96 -5.37
C -0.84 1.13 -2.28
C -0.27 -0.11 -2.10
C 0.10 -1.10 -3.07
C 0.67 -2.13 -2.38
C 0.61 -1.77 -1.00
N 0.05 -0.58 -0.84
C -1.11 2.07 -1.25
C -1.64 3.35 -1.43
C -1.70 3.98 -0.19
C -1.23 3.07 0.74
N -0.90 1.89 0.12
H 0.30 2.51 -6.57
H 0.87 1.84 -4.25
H -3.29 1.34 -3.37
H -3.86 1.99 -5.69
H -0.05 -1.03 -4.13
H 1.07 -3.05 -2.77
H 0.95 -2.34 -0.15
H -1.93 3.76 -2.38
H -2.06 4.97 0.03
H -1.10 3.18 1.80
Br -2.65 -3.30 -0.28
C -2.04 -4.65 0.89
C -2.29 -5.97 0.56
C -1.88 -6.99 1.40
C -1.22 -6.69 2.58
C -0.97 -5.37 2.92
C -1.37 -4.34 2.07
I -1.00 -2.39 2.70
H -2.81 -6.19 -0.36
H -2.08 -8.02 1.13
H -0.90 -7.48 3.25
H -0.46 -5.14 3.84
*
```


[4]
ORCA calculation (ωB97M-V with the def2-TZVPD basis set) on a structure of composition C37H24LaN6O2PS4 at a distorted geometry.

Computed properties:
strongest force on any atom	3.42	eV/A
energy	-3869.2881	Eh

```
! wB97M-V def2-TZVPD RIJCOSX def2/J DEFGRID3
* xyz 0 1
La 0.69 -0.72 0.21
O 0.87 0.35 2.42
C 1.09 -0.82 2.93
O 0.41 -1.81 2.53
C 2.21 -1.00 3.92
C 1.91 -1.25 5.27
C 2.99 -1.44 6.15
C 4.28 -1.57 5.61
C 4.49 -1.57 4.24
C 3.51 -1.14 3.35
S 3.75 -1.19 1.64
H 0.88 -1.30 5.66
H 2.81 -1.37 7.26
H 5.14 -1.71 6.23
H 5.46 -1.80 3.85
S -5.94 -0.94 -4.24
N -4.35 -0.67 -4.60
C -3.60 -1.08 -3.58
C -2.18 -1.00 -3.62
C -1.46 -0.55 -4.75
C -0.06 -0.27 -4.64
C 0.53 -0.61 -3.38
N -0.16 -1.07 -2.30
C -1.51 -1.23 -2.38
C -2.32 -1.66 -1.22
N -1.71 -1.79 -0.01
C -2.33 -2.25 1.03
C -3.67 -2.73 0.99
C -4.39 -2.42 -0.15
C -3.71 -1.92 -1.27
C -4.39 -1.55 -2.50
N -5.71 -1.57 -2.71
H -2.01 -0.42 -5.70
H 0.47 0.16 -5.49
H 1.58 -0.48 -3.21
H -1.70 -2.27 1.92
H -4.09 -3.28 1.80
H -5.46 -2.58 -0.22
S -1.26 1.58 -0.01
P 0.33 2.72 -0.44
S 1.85 1.60 -1.11
C -0.22 3.97 -1.59
C -1.39 3.93 -2.29
C -1.65 4.77 -3.40
C -0.69 5.73 -3.75
C 0.48 5.80 -3.03
C 0.67 5.05 -1.88
C 0.89 3.55 1.05
C 0.18 4.71 1.44
C 0.70 5.46 2.48
C 1.91 5.08 3.10
C 2.60 3.99 2.65
C 2.06 3.17 1.66
H -2.11 3.18 -1.96
H -2.54 4.69 -3.99
H -0.84 6.38 -4.62
H 1.31 6.50 -3.36
H 1.53 5.22 -1.21
H -0.62 4.90 0.77
H 0.28 6.49 2.74
H 2.22 5.72 3.90
H 3.54 3.71 3.13
H 2.54 2.19 1.47
N -0.97 -6.45 -3.17
C -0.55 -5.94 -2.20
C -0.01 -5.22 -1.02
C -0.04 -5.81 0.30
C 0.72 -5.21 1.33
C 1.51 -4.08 1.01
N 1.50 -3.48 -0.21
C 0.84 -4.06 -1.23
H -0.64 -6.70 0.50
H 0.65 -5.45 2.41
H 2.02 -3.48 1.77
H 0.87 -3.75 -2.31
*
```


[5]
ORCA calculation (ωB97M-V with the def2-TZVPD basis set) on a structure of composition C37H26AsBrCl5N2SSn.

Computed properties:
strongest force on any atom	0.58	eV/A
energy	-9257.3748	Eh

```
! wB97M-V def2-TZVPD RIJCOSX def2/J DEFGRID3
* xyz 3 1
Sn -0.50 0.55 1.28
Cl 1.83 -0.48 2.57
C 1.36 0.98 3.43
C 0.21 1.61 2.97
C -0.24 2.73 3.64
Cl -1.68 3.54 3.13
C 0.47 3.23 4.74
Cl -0.08 4.62 5.56
C 1.65 2.59 5.16
Cl 2.52 3.19 6.49
C 2.10 1.44 4.50
Cl 3.51 0.62 5.00
C -3.12 -2.85 -3.20
C -3.03 -1.59 -2.40
C -3.88 -0.50 -2.65
C -3.78 0.66 -1.89
C -2.82 0.66 -0.91
Br -2.50 2.20 0.19
N -2.02 -0.35 -0.62
C -2.12 -1.46 -1.36
H -3.40 -2.65 -4.23
H -3.88 -3.52 -2.78
H -2.17 -3.39 -3.20
H -4.61 -0.56 -3.44
H -4.41 1.52 -2.08
H -1.43 -2.26 -1.12
C 2.02 -3.47 -2.69
C 2.13 -3.28 -1.32
C 1.84 -2.04 -0.77
C 1.43 -1.00 -1.60
C 1.34 -1.18 -2.98
C 1.64 -2.43 -3.52
As 1.11 0.73 -0.85
C 0.30 1.91 -2.11
C 0.79 3.22 -2.18
C 0.24 4.09 -3.11
C -0.77 3.66 -3.96
C -1.25 2.36 -3.89
C -0.71 1.47 -2.96
C 2.69 1.48 -0.11
C 2.60 2.61 0.71
C 3.76 3.15 1.25
C 4.99 2.56 0.97
C 5.07 1.44 0.15
C 3.92 0.89 -0.39
H 2.27 -4.44 -3.12
H 2.46 -4.09 -0.68
H 1.98 -1.89 0.29
H 1.08 -0.37 -3.64
H 1.59 -2.57 -4.59
H 1.59 3.55 -1.54
H 0.61 5.10 -3.18
H -1.18 4.34 -4.69
H -2.02 2.02 -4.57
H -1.07 0.45 -2.93
H 1.65 3.09 0.91
H 3.70 4.03 1.87
H 5.89 2.99 1.39
H 6.03 1.00 -0.06
H 3.99 0.02 -1.03
S -3.78 -1.37 3.86
C -2.87 -0.22 3.05
N -1.91 -0.70 2.27
C -1.85 -2.09 2.31
C -0.96 -2.91 1.62
C -1.07 -4.27 1.80
C -2.05 -4.82 2.64
C -2.94 -4.02 3.33
C -2.83 -2.64 3.14
H -3.05 0.84 3.16
H -0.20 -2.51 0.96
H -0.39 -4.94 1.28
H -2.10 -5.89 2.76
H -3.68 -4.44 3.98
*
```


[6]
ORCA calculation (ωB97M-V with the def2-TZVPD basis set) on a structure of composition C37H27AsCuN4O4S2.

Computed properties:
strongest force on any atom	0.45	eV/A
energy	-6618.7363	Eh
⟨S²⟩	0.7558

```
! wB97M-V def2-TZVPD RIJCOSX def2/J DEFGRID3
* xyz 0 2
Cu -0.26 0.49 0.33
N -2.46 -0.06 4.61
C -3.10 0.98 5.31
C -4.04 0.68 6.28
C -4.68 1.70 6.98
C -4.37 3.02 6.70
C -3.43 3.32 5.72
C -2.80 2.31 5.02
S -1.62 2.71 3.76
N -1.08 1.23 3.19
C -1.52 0.12 3.63
C -0.93 -1.15 3.11
C -0.78 -2.24 3.96
C -0.16 -3.38 3.49
C 0.29 -3.39 2.17
C 0.11 -2.26 1.41
N -0.49 -1.16 1.85
H -2.87 -0.98 4.69
H -4.27 -0.35 6.49
H -5.42 1.46 7.73
H -4.86 3.82 7.24
H -3.18 4.35 5.50
H -1.09 -2.16 4.99
H -0.01 -4.23 4.13
H 0.80 -4.25 1.76
H 0.48 -2.23 0.39
S -2.07 1.78 0.20
C -2.37 2.15 -1.49
C -3.34 3.10 -1.82
C -3.59 3.43 -3.14
C -2.89 2.82 -4.18
C -1.94 1.87 -3.87
C -1.69 1.53 -2.54
As -0.43 0.21 -2.00
C 1.08 0.40 -3.18
C 1.49 -0.61 -4.05
C 2.59 -0.42 -4.87
C 3.29 0.79 -4.82
C 2.87 1.80 -3.97
C 1.77 1.61 -3.15
C -1.24 -1.48 -2.49
C -0.55 -2.66 -2.24
C -1.13 -3.89 -2.51
C -2.42 -3.94 -3.03
C -3.12 -2.77 -3.28
C -2.53 -1.54 -3.01
H -3.89 3.59 -1.02
H -4.34 4.18 -3.37
H -3.09 3.09 -5.21
H -1.37 1.38 -4.66
H 0.94 -1.54 -4.09
H 2.91 -1.20 -5.54
H 4.15 0.93 -5.46
H 3.41 2.74 -3.94
H 1.46 2.39 -2.46
H 0.46 -2.62 -1.84
H -0.58 -4.80 -2.32
H -2.88 -4.90 -3.24
H -4.12 -2.81 -3.68
H -3.07 -0.62 -3.20
O 2.06 2.07 0.15
C 2.40 0.89 0.19
O 1.61 -0.10 0.35
C 3.85 0.51 0.02
C 4.78 1.48 -0.36
C 6.11 1.14 -0.55
C 6.53 -0.17 -0.37
C 5.59 -1.12 0.01
C 4.26 -0.80 0.21
N 6.03 -2.51 0.20
O 5.18 -3.34 0.47
O 7.21 -2.76 0.06
H 4.43 2.49 -0.48
H 6.83 1.89 -0.85
H 7.56 -0.46 -0.51
H 3.55 -1.56 0.50
*
```


Computed values of energy above the lowest of the compared OMol25 structures with the same formula, charge and spin (unit: kJ/mol) for the preceding records, in sequence: 142.7 0.0 0.0 59.8 0.0 0.0.